No. 1
DFT (ωB97M-V with the def2-TZVPD basis set) results for C4H4Br3FO3 as an isolated structure at a distorted geometry.

Last column: natural (NBO) charge in e.
Positions of all 15 atoms, in Å:
C (-1.31434, -0.30618, 1.13815)  -0.13
C (-0.89764, -0.34049, -0.33135)  0.43
O (-1.91566, 0.31156, -0.98437)  -0.49
C (-2.97526, 0.53978, -0.13792)  0.97
O (-3.98164, 1.05768, -0.46158)  -0.54
O (-2.67791, 0.11316, 1.10703)  -0.48
F (-0.80526, -1.64237, -0.77045)  -0.35
H (-0.72912, 0.40013, 1.73253)  0.20
H (-1.22351, -1.27294, 1.63167)  0.22
H (0.08253, 0.11090, -0.47567)  0.17
C (3.26682, 0.07557, -0.39938)  -0.49
Br (2.36835, 1.60637, 0.39236)  0.08
Br (5.15049, 0.45528, -0.57245)  0.10
Br (2.47592, -0.32036, -2.10930)  0.10
H (3.17622, -0.78809, 0.24072)  0.23

The calculation puts the HOMO-LUMO gap at 0.37992 Eh. The HOMO energy comes out at -10.7 eV. As for the LUMO energy: -0.403 eV.


No. 2
DFT (ωB97M-V with the def2-TZVPD basis set) results for C24H30F3O8PtS as an isolated structure at a distorted geometry.

Last column: Löwdin spin population.
Positions of all 67 atoms, in Å:
C (-0.06263, -0.12844, -6.24182)  0.00
C (-0.62521, -1.15204, -5.21728)  0.01
C (-0.24578, 1.28805, -5.63957)  0.00
C (-1.41398, 1.13300, -4.65546)  0.07
H (-0.45471, 2.00408, -6.44177)  0.00
H (0.66316, 1.57722, -5.08897)  0.00
C (-1.19321, -0.31243, -4.07190)  0.04
H (0.18373, -1.81545, -4.88111)  0.00
H (-1.42765, -1.75690, -5.67222)  0.00
C (-0.15806, -0.31574, -2.91392)  0.02
H (-2.14601, -0.72941, -3.69251)  0.00
H (-2.34960, 1.08203, -5.23757)  0.01
C (-1.56970, 2.19192, -3.63488)  0.56
C (1.38404, -0.30808, -6.64229)  0.00
C (-0.72990, -0.22790, -7.61981)  0.00
O (-1.42327, 0.67853, -8.03805)  0.00
O (2.18323, -1.07187, -6.12511)  0.00
O (1.67647, 0.46718, -7.70345)  0.00
O (-0.50192, -1.30391, -8.41058)  0.00
C (0.03161, -2.58636, -7.97460)  0.00
H (-0.11950, -2.80514, -6.90170)  0.00
H (1.10216, -2.63802, -8.22336)  0.00
H (-0.51210, -3.31296, -8.58608)  0.00
C (3.00889, 0.28842, -8.19363)  0.00
H (3.73007, 0.69765, -7.47136)  0.00
H (3.03800, 0.83662, -9.13531)  0.00
H (3.21250, -0.78045, -8.34903)  0.00
O (-0.65591, 0.56588, -1.96960)  0.24
H (0.85003, -0.01351, -3.29228)  0.00
H (-0.02353, -1.35195, -2.51688)  0.00
C (-2.87612, 2.35648, -2.99157)  0.08
C (-0.49978, 3.14336, -3.34087)  0.08
H (-0.13365, 3.67356, -4.23435)  0.02
H (0.36315, 2.64492, -2.86318)  0.03
H (-0.87144, 3.88300, -2.61900)  0.00
H (-2.74267, 2.48947, -1.90437)  0.02
H (-3.52125, 1.48807, -3.18033)  0.00
H (-3.38771, 3.25945, -3.37215)  0.03
Pt (-0.22772, 0.16146, -0.02782)  1.37
C (-1.48390, -0.79729, 1.66702)  0.12
C (-2.11173, -0.75834, 0.34263)  0.00
C (-1.40858, -1.75816, -0.46715)  0.15
H (-3.02053, -0.24053, 0.05970)  0.00
C (-0.42527, -2.39491, 0.36964)  0.15
C (-0.50291, -1.83137, 1.66682)  0.19
H (0.04672, -2.16040, 2.54233)  0.01
H (-1.86845, -0.25527, 2.51671)  0.01
H (-1.71357, -2.03642, -1.47223)  0.01
H (0.21665, -3.21254, 0.04369)  0.01
C (1.66477, 1.09293, 0.64346)  0.06
C (1.94890, -0.07172, 1.44444)  0.23
C (2.39824, -1.10115, 0.57858)  0.05
H (1.91097, -0.08704, 2.52610)  0.01
C (2.27361, -0.68158, -0.76112)  0.23
C (1.77188, 0.68369, -0.77080)  0.03
H (1.77035, 1.38480, -1.60531)  0.00
H (1.66402, 2.12149, 0.96716)  0.00
H (2.83073, -2.04491, 0.90761)  0.00
H (2.59339, -1.22014, -1.65301)  0.01
F (-1.14871, 3.10615, 3.87696)  0.00
C (-0.45382, 2.62766, 2.83210)  0.00
F (0.72671, 3.28870, 2.74307)  0.00
F (-0.18428, 1.31150, 3.07826)  0.00
S (-1.40401, 2.78510, 1.22320)  0.01
O (-2.55059, 1.91259, 1.38473)  0.00
O (-1.58951, 4.19719, 1.06682)  0.01
O (-0.45351, 2.27122, 0.14551)  0.11

Its expectation value of S² is 6.03. Its spin multiplicity is 5. The calculation puts the HOMO-LUMO gap (alpha / beta) at 0.19907 / 0.24488 Eh. The HOMO energy (alpha / beta) comes out at -3.1 / -4.4 eV. As for the LUMO energy (alpha / beta): 2.345 / 2.214 eV. As for the total charge: -1.


No. 3
DFT (ωB97M-V with the def2-TZVPD basis set) results for a 2-piece molecular cluster, C7H13N overall at a distorted geometry.

Last column: natural (NBO) charge in e.
Positions of all 21 atoms, in Å:
C (-1.82638, -1.77450, 0.38995)  -0.64
C (-0.96132, -0.82489, -0.57394)  0.01
C (-0.09393, 1.10832, -0.35733)  -0.06
C (-0.13150, 2.39755, 0.23987)  -0.58
C (0.48568, -0.30989, 0.07262)  -0.28
C (1.67310, -0.66763, -0.52085)  -0.20
C (2.86210, -0.48209, 0.16735)  -0.42
H (-1.35474, -2.75883, 0.61683)  0.21
H (-2.84773, -1.69182, 0.03812)  0.21
H (-1.62790, -1.26186, 1.39946)  0.22
H (-0.75800, -1.25253, -1.40941)  0.16
H (-2.41870, 0.94934, -0.60136)  0.39
H (0.04974, 1.16784, -1.56357)  0.16
H (-1.32759, 2.36666, 1.13284)  0.19
H (-0.35378, 3.17914, -0.48785)  0.22
H (1.05991, 2.23734, 0.77047)  0.23
H (0.64854, -0.33162, 1.23439)  0.22
H (1.63657, -1.21643, -1.53175)  0.21
H (3.97254, -1.10452, -0.05391)  0.22
H (2.73041, -0.31110, 1.30372)  0.19
N (-1.41700, 0.58150, -0.26564)  -0.68

The calculation puts the HOMO-LUMO gap at 0.34846 Eh. The HOMO energy comes out at -8.5 eV. As for the LUMO energy: 1.015 eV.


Ordered energy relative to the best compared isomer or geometry (same formula, charge and spin) results: 0.00; 0.00; 179.41; unit kcal per mole.